Formula: C22H26ClF6N2O9P3S2W
Source: the Open Molecules 2025 dataset
Level of theory: ωB97M-V/def2-TZVPD

Geometry (Å):
W -0.78 0.67 -0.30
Cl -2.73 -2.87 -6.14
C -2.05 -1.79 -4.98
C -2.20 -0.41 -5.15
C -1.66 0.48 -4.23
C -1.01 -0.02 -3.12
O -0.48 0.84 -2.22
C -0.84 -1.40 -2.95
C -0.01 -1.88 -1.89
N 0.38 -1.19 -0.86
C 1.42 -1.76 -0.08
C 2.50 -2.33 -0.67
C 3.52 -2.96 0.08
C 3.48 -2.94 1.47
C 2.43 -2.36 2.14
C 2.43 -2.16 3.56
C 1.43 -1.51 4.18
C 0.27 -0.99 3.39
N 0.73 -0.70 2.04
C 1.19 -1.92 1.39
C -1.36 -2.29 -3.90
H -2.74 -0.04 -6.01
H -1.79 1.55 -4.35
H 0.33 -2.91 -1.97
H 2.60 -2.29 -1.75
H 4.36 -3.41 -0.43
H 4.31 -3.33 2.04
H 3.27 -2.55 4.13
H 1.40 -1.39 5.25
H -0.13 -0.07 3.82
H -1.24 -3.36 -3.77
C 2.98 1.29 0.50
P 1.67 1.48 -0.74
C 2.41 0.85 -2.27
C 1.49 3.27 -1.00
C 0.97 3.90 0.29
P -0.20 2.78 1.18
C 0.59 2.40 2.78
C -1.52 3.86 1.75
H 3.92 1.62 0.06
H 3.07 0.24 0.80
H 2.78 1.88 1.39
H 3.25 1.51 -2.52
H 1.69 0.86 -3.08
H 2.80 -0.15 -2.12
H 0.78 3.39 -1.81
H 2.45 3.69 -1.31
H 0.43 4.83 0.07
H 1.78 4.16 0.97
H 1.02 3.31 3.19
H 1.35 1.62 2.71
H -0.19 2.06 3.46
H -1.05 4.61 2.39
H -2.25 3.30 2.33
H -2.04 4.35 0.93
F -2.04 -0.73 -0.47
P -4.35 -1.95 0.54
F -3.46 -1.60 1.78
F -5.50 -2.79 1.09
F -5.01 -0.53 0.70
F -4.62 -1.83 -1.00
F -3.34 -3.12 0.21
O -1.73 -4.01 2.54
S -0.48 -3.42 2.88
O -0.85 -1.89 3.38
O -0.30 -0.08 1.35
O 0.15 -2.94 1.42
O -2.48 1.43 0.60
S -2.87 2.27 -0.68
O -1.41 2.72 -0.95
O -3.17 1.31 -1.70
O -3.76 3.33 -0.38

As for the expectation value of S²: 0.817. The total charge is +1. As for the spin multiplicity: 2. As for the HOMO energy (alpha / beta): -10.98 / -11.48 eV. The HOMO-LUMO gap (alpha / beta) is 6.67 / 6.48 eV. The calculated total energy is -124831.6201 eV.